This record from the Open Molecules 2025 dataset describes C5H10O2 in the gas phase. The level of theory is the ωB97M-V functional and the def2-TZVPD basis.

The geometry in XYZ format:
```
17
Properties=species:S:1:pos:R:3:nbo_charge:R:1
C 1.608 0.291 -0.651 -0.64
C 0.620 -0.824 -0.318 0.26
O 0.922 -1.899 0.286 -0.74
C -0.773 -0.131 0.512 0.21
C -0.695 1.314 0.932 -0.63
C -1.181 -0.517 -0.798 -0.28
O -0.984 -0.995 1.542 -0.71
H 1.217 0.986 -1.401 0.21
H 2.508 -0.185 -1.048 0.24
H 1.881 0.851 0.248 0.22
H 0.123 1.452 1.646 0.23
H -1.624 1.580 1.446 0.23
H -0.554 1.999 0.091 0.21
H -1.676 -1.476 -0.929 0.25
H 0.140 -1.026 -1.412 0.21
H -1.307 0.232 -1.578 0.23
H -0.225 -1.653 1.432 0.50
```

Properties
E_HOMO	-8.68	eV
energy relative to the best compared isomer or geometry (same formula, charge and spin)	96.9	kcal/mol
lowest unoccupied orbital energy	0.41	eV

This record from the Open Molecules 2025 dataset describes 2 unconnected molecules or ions with the total composition C5H10O2. The level of theory is the ωB97M-V functional and the def2-TZVPD basis.

The geometry in XYZ format:
```
17
Properties=species:S:1:pos:R:3:nbo_charge:R:1
C -0.184 -1.100 1.800 -0.61
C 0.526 0.025 1.047 0.04
O 1.617 -0.566 0.406 -0.73
C -0.451 0.761 0.163 -0.06
C -0.334 1.281 -1.070 -0.37
C 0.852 1.352 -1.945 0.41
O 2.013 1.158 -1.627 -0.55
H -1.064 -0.743 2.345 0.20
H -0.492 -1.875 1.090 0.21
H 0.513 -1.553 2.510 0.23
H 0.857 0.777 1.790 0.18
H 2.016 0.086 -0.200 0.50
H -1.420 0.902 0.642 0.21
H -1.217 1.749 -1.502 0.22
H 0.629 1.658 -2.987 0.12
H -1.745 -1.845 -0.929 -0.01
H -2.117 -2.066 -1.534 0.01
```

Properties
E_HOMO	-10.01	eV
energy relative to the best compared isomer or geometry (same formula, charge and spin)	65.6	kcal/mol
lowest unoccupied orbital energy	-0.22	eV
SMILES	C[C@@H](O)/C=C\C=O.[H][H]

This record from the Open Molecules 2025 dataset describes 2 unconnected molecules or ions with the total composition C5H10O2. The level of theory is the ωB97M-V functional and the def2-TZVPD basis.

The geometry in XYZ format:
```
17
Properties=species:S:1:pos:R:3:nbo_charge:R:1
C -2.001 -0.207 -1.736 -0.25
O -0.656 -0.082 -1.335 -0.52
C -0.523 0.039 0.046 0.06
C -0.553 -1.212 0.926 -0.45
C 0.695 -0.489 0.647 -0.17
C 2.015 -0.447 0.654 0.18
O 2.766 0.472 -0.010 -0.67
H -2.595 0.671 -1.440 0.17
H -2.466 -1.105 -1.304 0.17
H -2.002 -0.288 -2.825 0.19
H -0.983 0.942 0.462 0.18
H -1.021 -1.138 1.907 0.22
H -0.704 -2.164 0.418 0.22
H 2.637 -1.143 1.208 0.19
H 2.167 0.995 -0.565 0.48
H 1.337 2.814 1.563 -0.01
H 1.885 2.343 1.383 0.01
```

Properties
E_HOMO	-8.88	eV
energy relative to the best compared isomer or geometry (same formula, charge and spin)	100.7	kcal/mol
lowest unoccupied orbital energy	1.02	eV
SMILES	CO[C@H]1C/C1=C/O.[H][H]

This record from the Open Molecules 2025 dataset describes 2 unconnected molecules or ions with the total composition C5H10O2 in a non-equilibrium geometry. The level of theory is the ωB97M-V functional and the def2-TZVPD basis.

The geometry in XYZ format:
```
17
Properties=species:S:1:pos:R:3:mulliken_spin:R:1
C 1.308 0.028 -1.230 0.16
C 2.395 0.000 -1.989 0.32
C -0.492 -0.708 2.214 0.00
O -0.734 0.296 3.187 0.00
C 0.478 -0.242 1.064 0.24
C 0.850 -0.813 -0.122 0.09
H 0.697 0.943 -1.439 0.02
H 2.864 -0.912 -2.345 0.02
H 2.892 0.959 -2.189 0.03
H -0.320 -1.770 2.699 0.04
H -1.528 -0.944 1.916 0.02
H -0.913 1.208 2.856 0.00
H 1.178 0.329 1.661 0.01
H 0.396 -1.716 -0.484 0.05
H -2.782 1.513 -2.013 0.00
H -2.790 0.075 -2.719 0.00
O -2.632 1.045 -2.884 0.00
```

Properties
net charge	+1
E_HOMO (alpha / beta)	-14.48 / -14.42	eV
energy relative to the best compared isomer or geometry (same formula, charge and spin)	92.3	kcal/mol
lowest unoccupied orbital energy (alpha / beta)	-5.55 / -8.47	eV
<S²>	0.785
spin multiplicity	2

This record from the Open Molecules 2025 dataset describes 2 unconnected molecules or ions with the total composition C5H10O2 in a non-equilibrium geometry. The level of theory is the ωB97M-V functional and the def2-TZVPD basis.

The geometry in XYZ format:
```
17
Properties=species:S:1:pos:R:3:mulliken_spin:R:1
C -2.813 -0.730 2.159 0.01
C -1.508 -0.231 1.684 0.31
C -1.054 -0.250 0.383 0.08
C 0.267 -0.038 -0.098 0.15
C 0.846 -1.010 -0.877 0.26
O 2.152 -1.262 -0.831 0.10
H -2.526 -1.683 2.650 0.04
H -3.208 -0.031 2.885 0.02
H -3.475 -1.084 1.369 0.00
H -0.852 0.166 2.456 0.01
H -1.757 -0.644 -0.348 0.01
H 1.019 0.677 0.247 0.00
H 0.191 -1.798 -1.267 0.01
H 2.284 -1.759 -1.680 0.00
H 1.155 2.286 -2.297 0.00
H 1.106 3.714 -1.833 0.00
O 1.686 2.937 -1.824 0.00
```

Properties
net charge	+1
E_HOMO (alpha / beta)	-14.05 / -14.55	eV
energy relative to the best compared isomer or geometry (same formula, charge and spin)	16.5	kcal/mol
lowest unoccupied orbital energy (alpha / beta)	-4.28 / -7.44	eV
<S²>	0.771
spin multiplicity	2

This record from the Open Molecules 2025 dataset describes 2 unconnected molecules or ions with the total composition C5H10O3 in a non-equilibrium geometry. The level of theory is the ωB97M-V functional and the def2-TZVPD basis.

The geometry in XYZ format:
```
18
Properties=species:S:1:pos:R:3:nbo_charge:R:1
C -0.676 1.965 -0.167 -0.63
C -0.630 0.506 -0.401 -0.33
C -0.835 -0.502 0.443 0.31
C -0.996 -1.825 -0.148 -0.66
O -0.564 -0.518 1.842 -0.69
H 0.181 2.478 -0.821 0.21
H -0.419 2.068 0.961 0.21
H -1.651 2.427 -0.360 0.23
H -0.945 0.245 -1.448 0.21
H -0.724 -1.886 -1.219 0.24
H -0.212 -2.538 0.410 0.21
H -2.045 -2.358 0.049 0.23
H 0.060 0.251 1.885 0.49
O 2.105 0.823 0.798 -0.62
C 1.843 0.345 -0.253 0.66
O 1.922 -0.893 -0.557 -0.66
H 1.579 0.796 -1.215 0.12
H 2.008 -1.385 0.201 0.48
```

Properties
E_HOMO	-8.99	eV
energy relative to the best compared isomer or geometry (same formula, charge and spin)	59.1	kcal/mol
lowest unoccupied orbital energy	0.79	eV
SMILES	C/C=C(/C)O.O=CO

This record from the Open Molecules 2025 dataset describes 2 unconnected molecules or ions with the total composition C5H10O3 in a non-equilibrium geometry. The level of theory is the ωB97M-V functional and the def2-TZVPD basis.

The geometry in XYZ format:
```
18
Properties=species:S:1:pos:R:3:nbo_charge:R:1
C -0.482 -0.788 -0.410 -0.28
C -0.940 -0.020 0.573 -0.06
C -1.689 -0.670 1.746 -0.63
C -0.520 1.445 0.820 -0.64
C 1.222 -0.253 -1.444 0.82
O 0.916 0.962 -1.953 -0.72
O 1.576 -1.287 -2.329 -0.73
O 2.058 -0.124 -0.379 -0.73
H -0.630 -1.853 -0.763 0.21
H -2.814 -0.613 1.743 0.21
H -1.292 -0.364 2.624 0.21
H -1.474 -1.727 1.677 0.21
H 0.541 1.647 1.251 0.22
H -0.558 1.939 -0.102 0.22
H -1.124 1.977 1.457 0.21
H 1.300 1.666 -1.466 0.50
H 1.879 -0.952 -3.174 0.49
H 2.030 -0.985 0.132 0.50
```

Properties
E_HOMO	-8.32	eV
energy relative to the best compared isomer or geometry (same formula, charge and spin)	89.3	kcal/mol
lowest unoccupied orbital energy	0.66	eV